(1)
The molecule C23H34N4O3, computed with ωB97M-V/def2-TZVPD.

structure (SMILES): COc1ccc(N2CCN(CCNC(=O)[C@H]3CC(=O)N(C4CCCC4)C3)CC2)cc1
HOMO level: -7.13 eV
frontier orbital gap: 7.825 eV
net charge: 0

Last column: Löwdin charge in e.
Element x y z (Å)
C (2.09297, -5.75412, -2.81571)  -0.10
O (0.85057, -5.21567, -2.44581)  -0.10
C (0.53074, -3.95963, -2.89455)  -0.29
C (-0.73249, -3.48564, -2.55151)  0.00
C (-1.15282, -2.23142, -2.93897)  -0.02
C (-0.32503, -1.39242, -3.69128)  -0.24
N (-0.71726, -0.13594, -4.16167)  -0.10
C (0.18412, 0.97743, -3.94641)  -0.14
C (-0.01347, 1.54641, -2.53580)  -0.16
N (-1.37274, 2.03661, -2.42318)  -0.16
C (-1.64372, 2.89218, -1.29316)  -0.17
C (-1.85696, 2.22318, 0.08340)  -0.15
N (-0.70878, 1.48656, 0.55884)  0.09
C (-0.69452, 0.13872, 0.61711)  -0.48
O (-1.65336, -0.54340, 0.31362)  0.06
C (0.58489, -0.49357, 1.16455)  -0.17
C (1.87121, 0.24731, 0.80601)  -0.03
C (1.99897, 1.28984, 1.91079)  -0.48
O (2.63707, 2.31987, 1.86765)  0.07
N (1.24587, 0.87144, 2.95099)  -0.02
C (1.06789, 1.65359, 4.15032)  -0.25
C (1.40376, 0.87572, 5.43685)  -0.13
C (0.35599, 1.32879, 6.45021)  -0.19
C (-0.90240, 1.48104, 5.60097)  -0.19
C (-0.38757, 2.15016, 4.32625)  -0.12
C (0.56765, -0.38118, 2.70019)  -0.08
C (-2.32377, 0.95281, -2.61123)  -0.16
C (-2.08148, 0.31257, -3.98422)  -0.15
C (0.93080, -1.88952, -4.04553)  -0.02
C (1.35955, -3.14405, -3.65331)  -0.03
H (2.12700, -6.75037, -2.37662)  0.09
H (2.92576, -5.15955, -2.42340)  0.09
H (2.19007, -5.83653, -3.90377)  0.09
H (-1.37733, -4.11900, -1.96305)  0.12
H (-2.13472, -1.91193, -2.63192)  0.10
H (1.21877, 0.66433, -4.07372)  0.11
H (-0.04667, 1.75212, -4.68348)  0.13
H (0.67835, 2.37490, -2.36484)  0.13
H (0.20567, 0.73759, -1.81806)  0.11
H (-0.82163, 3.60993, -1.21831)  0.12
H (-2.55992, 3.44979, -1.51733)  0.12
H (-2.10327, 3.00628, 0.80805)  0.12
H (-2.68552, 1.51434, 0.03239)  0.12
H (0.12032, 2.01824, 0.77140)  0.13
H (0.58322, -1.53510, 0.83859)  0.15
H (2.73225, -0.42222, 0.86510)  0.14
H (1.87113, 0.70359, -0.18273)  0.11
H (1.74507, 2.50421, 4.02740)  0.15
H (2.42190, 1.06553, 5.77112)  0.11
H (1.29823, -0.19434, 5.25718)  0.11
H (0.23175, 0.61722, 7.26481)  0.11
H (0.63645, 2.29435, 6.87310)  0.11
H (-1.67320, 2.07057, 6.09446)  0.11
H (-1.31684, 0.49674, 5.37615)  0.11
H (-0.99791, 1.91156, 3.45556)  0.10
H (-0.38998, 3.23319, 4.44734)  0.11
H (1.11579, -1.21902, 3.14976)  0.13
H (-0.44588, -0.37032, 3.10581)  0.13
H (-3.33319, 1.37025, -2.57661)  0.13
H (-2.22923, 0.18541, -1.82860)  0.10
H (-2.76638, -0.51949, -4.14690)  0.12
H (-2.26674, 1.06702, -4.75696)  0.12
H (1.58969, -1.29420, -4.65958)  0.11
H (2.34133, -3.47274, -3.95777)  0.10

=====

(2)
A 2-piece molecular cluster, C11H8OS2 overall, computed with ωB97M-V/def2-TZVPD.

HOMO level (spin up / spin down): -7.76 / -9.06 eV
frontier orbital gap (spin up / spin down): 7.102 / 7.748 eV
net charge: 0

Last column: Löwdin charge in e.
Element x y z (Å)
C (-3.15610, 1.66073, -0.71911)  -0.14
C (-2.13417, 1.58468, -1.66151)  -0.12
C (-2.95699, 1.37424, 0.58696)  -0.11
C (2.00971, -3.10682, 0.95881)  -0.17
C (-0.94383, 1.07198, -1.29805)  -0.15
C (-1.59587, 1.29578, 1.03568)  -0.09
C (2.17966, -1.77845, 1.27267)  -0.11
C (1.67559, -3.37419, -0.35744)  -0.37
C (-0.63272, 1.08007, 0.05498)  -0.03
C (1.94966, -0.88028, 0.20866)  -0.55
C (2.16189, 0.43185, 0.18605)  -0.31
O (3.60729, 2.53942, 0.11893)  -0.55
S (1.54704, -1.90979, -1.22955)  1.02
S (2.24515, 2.07861, 0.16957)  0.89
H (-4.12019, 2.05251, -1.19364)  0.13
H (-2.28255, 1.85349, -2.78283)  0.14
H (-3.85145, 1.39082, 1.27822)  0.12
H (1.90256, -3.79281, 1.73303)  0.09
H (-0.14849, 0.76651, -1.91961)  0.08
H (-1.26830, 1.45691, 2.13515)  0.13
H (2.50521, -1.60227, 2.20767)  0.08
H (1.30690, -4.19298, -0.78464)  0.02

=====

(3)
A 3-piece molecular cluster, C4H12O2 overall, computed with ωB97M-V/def2-TZVPD.

structure (SMILES): C=C(C)C.O.O
HOMO level: -8.66 eV
frontier orbital gap: 9.494 eV
net charge: 0

Last column: Löwdin charge in e.
Element x y z (Å)
C (0.44241, -0.35903, 0.23391)  0.01
C (-0.18101, -1.24613, -0.63209)  -0.42
C (-0.33533, -0.69053, -2.03780)  -0.07
C (-0.66095, -2.59329, -0.26361)  -0.08
H (0.69257, -0.79254, 1.22622)  0.06
H (-0.03628, 0.61115, -0.02328)  0.06
H (0.39483, -0.85084, -2.71873)  0.04
H (-0.82711, 0.34661, -2.01753)  0.11
H (-1.14833, -1.37725, -2.31845)  0.06
H (-1.16717, -2.79195, 0.70643)  0.10
H (0.20080, -3.22989, -0.15777)  0.07
H (-1.17451, -3.02208, -1.12447)  0.07
O (5.06706, 0.78393, 1.48946)  -0.09
H (5.39210, 0.51767, 2.37400)  0.04
H (4.08301, 0.88070, 1.48725)  0.05
O (-3.42149, 4.51248, 1.55638)  -0.05
H (-4.33689, 4.30731, 1.33993)  0.04
H (-2.98371, 4.99370, 0.88015)  0.01

=====

The records above give, respectively, energy above the lowest of the compared OMol25 structures with the same formula, charge and spin values of 245.7 472.8 241.9 kJ/mol.